1.
The following is a quantum chemistry calculation of a cluster of 2 separate species, C2H3N4O5S in total in a non-equilibrium geometry, from the OMol25 dataset.

Geometry as XYZ:
```
15
Properties=species:S:1:pos:R:3:lowdin_charge:R:1
C -0.50302 0.59184 0.26728 -0.648
C -0.96769 -1.18247 -3.33457 -0.575
N 2.05417 0.96436 -1.58252 -0.191
N -1.61859 0.37200 0.87314 0.159
N 0.93064 -0.87921 1.28015 0.104
N 0.64551 0.26221 0.94383 -0.035
O -0.26700 -1.84789 -3.98385 0.163
O -0.42580 1.37019 -0.81158 -0.122
O -1.95886 -0.82299 -2.90107 0.185
O 0.15410 1.09337 -3.16329 -0.311
O 0.32384 -0.82014 -1.64572 -0.321
S 0.63206 0.55340 -1.90304 0.462
H 2.43360 0.26189 -0.94508 -0.006
H -2.45245 0.54035 0.32150 0.050
H 0.21536 -1.57470 0.85084 0.087
```

Calculated values
- Net charge: -1
- Relative energy (zero: lowest compared OMol25 entry of this formula, charge and spin): 0.0 kJ/mol
- Spin multiplicity: 1
- Electronic energy: -1071.4416 a.u.
- Lowest unoccupied orbital energy: 3.35 eV
- Max |F|: 0.0899 Eh/bohr
- Frontier orbital gap: 9.1 eV


2.
The following is a quantum chemistry calculation of the molecule C2H3N5O in a non-equilibrium geometry, from the OMol25 dataset.

Geometry as XYZ:
```
11
Properties=species:S:1:pos:R:3:lowdin_charge:R:1
C -0.54365 -0.23548 0.15231 -0.410
C 0.02246 1.10560 0.19961 -0.054
H -2.29389 1.24188 -0.64721 0.146
H -3.48653 -0.17607 -0.55245 0.080
H -0.70664 1.93499 0.49219 0.133
N -2.67613 0.28652 -0.10059 -0.026
N -1.65748 -0.73597 -0.11558 0.064
N 1.32849 1.29275 0.13617 0.062
N 2.08822 0.22004 -0.36547 -0.022
N 1.73369 -0.92762 -0.29537 0.082
O 0.48709 -1.14645 0.47273 -0.057
```

Calculated values
- Relative energy (zero: lowest compared OMol25 entry of this formula, charge and spin): 590.1 kJ/mol
- SMILES string: N/N=c1\cnnno1
- Spin multiplicity: 1
- Electronic energy: -426.8329 a.u.
- Lowest unoccupied orbital energy: -1.41 eV
- Max |F|: 0.0838 Eh/bohr
- Frontier orbital gap: 8.3 eV


3.
The following is a quantum chemistry calculation of the molecule C2H3N5O in a non-equilibrium geometry, from the OMol25 dataset.

Geometry as XYZ:
```
11
Properties=species:S:1:pos:R:3:lowdin_charge:R:1
C 0.47309 0.87985 -0.33958 -0.137
C -1.43758 -0.16888 -0.12464 -0.503
H 2.82570 -0.16518 1.06261 0.144
H 1.11559 1.70447 -0.58240 0.133
H -2.94911 0.55723 0.56824 0.061
N 1.06215 -0.27073 0.14814 -0.163
N -0.78202 0.97640 -0.43902 0.131
N -2.58236 -0.39380 0.40974 0.162
N -0.70143 -1.39182 -0.44659 0.066
N 0.52635 -1.51487 -0.38941 0.128
O 2.44961 -0.21267 0.13293 -0.021
```

Calculated values
- Relative energy (zero: lowest compared OMol25 entry of this formula, charge and spin): 434.9 kJ/mol
- SMILES string: [H]/N=c1\ncn(O)nn1
- Spin multiplicity: 1
- Electronic energy: -426.8920 a.u.
- Lowest unoccupied orbital energy: -0.23 eV
- Max |F|: 0.0574 Eh/bohr
- Frontier orbital gap: 9.8 eV


4.
The following is a quantum chemistry calculation of the molecule C2H3N5S in a non-equilibrium geometry, from the OMol25 dataset.

Geometry as XYZ:
```
11
Properties=species:S:1:pos:R:3:lowdin_charge:R:1
C 0.43839 -0.79452 -0.61378 -0.099
C -1.29707 -1.35739 0.80594 -0.899
H 1.96790 1.78295 -0.02104 0.082
H 0.67162 2.13564 -1.06728 0.132
H 0.92376 -0.71455 -1.58506 0.124
N 1.37327 1.35089 -0.73996 0.050
N 0.51667 0.45924 0.04264 -0.173
N -0.46251 -1.61992 -0.17385 0.069
N -1.63492 0.08640 0.76557 0.022
N -0.79244 0.87026 0.41283 0.032
S -1.70467 -2.19900 2.17401 0.659
```

Calculated values
- Relative energy (zero: lowest compared OMol25 entry of this formula, charge and spin): 231.7 kJ/mol
- SMILES string: Nn1cnc(=S)nn1
- Spin multiplicity: 1
- Electronic energy: -749.8413 a.u.
- Lowest unoccupied orbital energy: -1.10 eV
- Max |F|: 0.0706 Eh/bohr
- Frontier orbital gap: 7.8 eV


5.
The following is a quantum chemistry calculation of the ion C2H3N6O2 with charge -1 in a non-equilibrium geometry, from the OMol25 dataset.

Geometry as XYZ:
```
13
Properties=species:S:1:pos:R:3:lowdin_charge:R:1
C -3.74491 -0.51154 0.09639 -0.531
C 0.43286 -0.09479 0.09223 -0.102
N -4.89030 1.01396 -0.73588 -0.161
N -3.86411 0.22571 -1.00675 -0.007
N -4.64186 -0.19366 1.02849 -0.005
N -5.34879 0.76481 0.45259 -0.163
N -0.97312 -0.23534 0.33020 0.058
N -1.47186 -1.33728 0.04033 -0.350
O -2.81940 -1.52768 0.25105 0.038
O -0.90968 -2.34459 -0.36482 0.004
H 0.57799 0.62591 -0.71431 0.079
H 0.88574 0.30096 1.00030 0.072
H 0.90241 -1.04524 -0.18141 0.068
```

Calculated values
- Net charge: -1
- Relative energy (zero: lowest compared OMol25 entry of this formula, charge and spin): 70.1 kJ/mol
- Spin multiplicity: 1
- Electronic energy: -556.9239 a.u.
- Lowest unoccupied orbital energy: 3.51 eV
- Max |F|: 0.0291 Eh/bohr
- Frontier orbital gap: 8.6 eV


6.
The following is a quantum chemistry calculation of a structure of composition C2H3NO in a non-equilibrium geometry, from the OMol25 dataset.

Geometry as XYZ:
```
7
Properties=species:S:1:pos:R:3:lowdin_charge:R:1
C -0.71997 -0.01793 -0.25637 -0.427
C 0.62164 0.13907 0.45846 -0.123
N 0.55971 -0.42166 -0.84472 0.154
O -1.01449 -1.27418 -0.50199 0.042
H -1.27338 0.84463 -0.62197 0.135
H 0.87136 1.20028 0.47336 0.118
H 0.95514 -0.47020 1.29323 0.101
```

Calculated values
- Relative energy (zero: lowest compared OMol25 entry of this formula, charge and spin): 445.7 kJ/mol
- Spin multiplicity: 1
- Electronic energy: -207.8279 a.u.
- Lowest unoccupied orbital energy (spin up / spin down): -0.55 / -0.55 eV
- Max |F|: 0.0331 Eh/bohr
- Frontier orbital gap (spin up / spin down): 9.4 / 9.5 eV


7.
The following is a quantum chemistry calculation of the molecule C2H3NO in a non-equilibrium geometry, from the OMol25 dataset.

Geometry as XYZ:
```
7
Properties=species:S:1:pos:R:3:lowdin_charge:R:1
C 0.14460 0.17506 0.38782 -0.248
C -0.08315 -1.21375 -0.17327 -0.178
H -0.60106 1.49554 -0.90774 0.157
H 1.06019 0.24150 1.01200 0.129
H -0.68478 0.30764 1.05048 0.099
N -0.19304 -2.19899 -0.76409 0.134
O 0.35723 1.19300 -0.60520 -0.092
```

Calculated values
- Relative energy (zero: lowest compared OMol25 entry of this formula, charge and spin): 89.1 kJ/mol
- SMILES string: N#CCO
- Spin multiplicity: 1
- Electronic energy: -207.9637 a.u.
- Lowest unoccupied orbital energy: 0.47 eV
- Max |F|: 0.0752 Eh/bohr
- Frontier orbital gap: 12.3 eV


8.
The following is a quantum chemistry calculation of a cluster of 2 separate species, C2H3NO in total in a non-equilibrium geometry, from the OMol25 dataset.

Geometry as XYZ:
```
7
Properties=species:S:1:pos:R:3:lowdin_charge:R:1
C 0.76804 0.77385 0.83863 -0.040
C 0.75100 -0.40156 0.98114 -0.039
N -1.39901 -0.16540 -1.27351 0.030
O -0.85933 -1.20785 -1.07381 -0.070
H 0.38360 1.78378 0.99264 0.042
H 1.12809 -1.40663 0.70761 0.058
H -0.77239 0.62380 -1.17270 0.020
```

Calculated values
- Relative energy (zero: lowest compared OMol25 entry of this formula, charge and spin): 510.4 kJ/mol
- SMILES string: C#C.N=O
- Spin multiplicity: 1
- Electronic energy: -207.8033 a.u.
- Lowest unoccupied orbital energy: -0.18 eV
- Max |F|: 0.0843 Eh/bohr
- Frontier orbital gap: 9.2 eV


9.
The following is a quantum chemistry calculation of the molecule C2H3NO2 in a non-equilibrium geometry, from the OMol25 dataset.

Geometry as XYZ:
```
8
Properties=species:S:1:pos:R:3:lowdin_charge:R:1
C 1.00438 -0.05147 0.05357 -0.116
C -1.23319 -0.20065 -0.04632 -0.187
H 1.23031 -0.21101 1.26970 0.175
H 1.97893 -0.14165 -0.52077 0.141
H -2.22671 -0.76039 -0.04040 0.161
N -0.98670 1.06786 -0.00913 0.040
O -0.10353 -0.91303 -0.35853 -0.079
O 0.33651 1.21033 -0.34812 -0.134
```

Calculated values
- Relative energy (zero: lowest compared OMol25 entry of this formula, charge and spin): 324.9 kJ/mol
- SMILES string: C1=NOCO1
- Spin multiplicity: 1
- Electronic energy: -283.1343 a.u.
- Lowest unoccupied orbital energy: 0.93 eV
- Max |F|: 0.0632 Eh/bohr
- Frontier orbital gap: 10.5 eV


10.
The following is a quantum chemistry calculation of the molecule C2H3NO2 in a non-equilibrium geometry, from the OMol25 dataset.

Geometry as XYZ:
```
8
Properties=species:S:1:pos:R:3:lowdin_charge:R:1
C -0.23107 -2.69804 0.07067 -0.660
C -0.12416 -0.09760 -0.06651 0.085
N -1.02716 -1.63821 0.26633 0.069
O 0.28841 -3.42123 -0.70319 0.166
O -0.45142 -2.43151 1.29277 0.131
H 0.76546 -0.37242 -0.74235 0.097
H -0.83977 0.48331 -0.55375 0.018
H -0.04722 0.19161 1.04328 0.095
```

Calculated values
- Relative energy (zero: lowest compared OMol25 entry of this formula, charge and spin): 418.9 kJ/mol
- SMILES string: CN1OC1=O
- Spin multiplicity: 1
- Electronic energy: -283.0984 a.u.
- Lowest unoccupied orbital energy: 0.79 eV
- Max |F|: 0.1298 Eh/bohr
- Frontier orbital gap: 11.2 eV